(1)
{"formula": "C5H8O2", "method": "ωB97M-V/def2-TZVPD", "symbols": ["H", "H", "C", "H", "C", "C", "H", "O", "H", "O", "C", "H", "H", "H", "C"], "positions_angstrom": [[1.1160, 0.8284, -1.3453], [-1.4076, 0.6417, 1.5329], [-0.4548, -1.1542, -0.5045], [-0.2972, -2.2234, -0.6252], [-1.0210, 0.6651, 0.5078], [1.4544, 0.6078, -0.3391], [1.7112, 1.5472, 0.1728], [0.7955, -0.6664, 1.5712], [1.7099, -0.4022, 1.4587], [-0.9213, -0.4042, -1.6195], [0.3134, -0.1343, 0.3646], [-2.7202, -0.6623, -0.4819], [2.3897, 0.0250, -0.4182], [-0.9880, 1.6930, 0.1373], [-1.6802, -0.3612, -0.4116]], "forces_ev_per_a": [[0.150, 0.237, -0.171], [0.191, -0.099, -0.195], [0.193, -0.214, 0.004], [0.026, 0.221, 0.041], [0.032, 0.147, -0.042], [-0.144, 0.044, -0.192], [-0.260, -0.208, -0.068], [0.135, 0.138, -0.024], [0.428, -0.499, 1.034], [-0.127, 0.026, -0.213], [0.165, 0.332, -0.452], [0.158, 0.038, 0.061], [-0.446, -0.105, 0.080], [-0.150, -0.072, 0.027], [-0.349, 0.015, 0.111]], "lowdin_charge": [0.084, 0.126, -0.156, 0.155, -0.024, -0.012, 0.096, 0.014, 0.074, -0.010, -0.500, 0.143, 0.095, 0.117, -0.202], "orbital_gap_ev": 10.78, "e_above_lowest_ev": 2.486, "e_tot_ha": -345.7136, "max_force_ev_per_a": 1.23, "smiles": "C[C@@]1(O)C[C@H]2O[C@H]21"}

---

(2)
{"formula": "C2H3I3O", "method": "ωB97M-V/def2-TZVPD", "symbols": ["C", "I", "I", "H", "O", "H", "I", "C", "H"], "positions_angstrom": [[-0.5377, 0.0914, 0.2393], [2.4960, 0.4147, -0.1813], [-1.0232, 2.2286, -0.2198], [0.4045, -0.1604, -1.7891], [-0.3007, -0.1657, 1.5667], [0.2612, 0.3805, 2.0846], [-2.3430, -1.0972, -0.2626], [0.5417, -0.3360, -0.7831], [0.5011, -1.3559, -0.6548]], "forces_ev_per_a": [[-0.317, 1.149, -0.645], [-0.635, -0.298, -0.292], [0.119, -0.547, 0.421], [-0.646, 1.074, -1.891], [-1.362, -1.533, -1.297], [1.072, 1.309, -0.014], [0.615, 0.392, 0.173], [0.309, 1.022, 3.292], [0.846, -2.567, 0.253]], "lowdin_charge": [-1.350, 0.754, 0.679, 0.009, -0.193, 0.068, 0.782, -0.738, -0.011], "orbital_gap_ev": 8.76, "e_above_lowest_ev": 0.132, "e_tot_ha": -1046.2951, "max_force_ev_per_a": 3.46}

---

(3)
{"formula": "C5H11N2", "method": "ωB97M-V/def2-TZVPD", "symbols": ["H", "H", "H", "C", "H", "N", "C", "H", "H", "H", "H", "C", "H", "N", "C", "C", "H", "H"], "positions_angstrom": [[-0.2469, -1.5747, -2.2386], [-1.6910, 0.0616, 1.3927], [1.1775, 0.7598, -0.0402], [-0.2910, -1.4801, -1.1582], [-1.0294, -1.5312, 1.2769], [1.4792, 0.5008, 0.9124], [0.3483, 0.0926, 1.8052], [1.9842, 1.2894, 1.3082], [-0.9707, 0.7140, -3.1843], [-0.0467, -2.4221, -0.6787], [2.2177, -0.1748, 0.7043], [-0.8382, -0.4964, 1.0009], [0.7007, -0.6323, 2.5445], [-0.7956, 0.8921, -1.0098], [-0.7928, 1.2179, -2.2272], [-0.7515, -0.4296, -0.4747], [-0.5889, 2.2789, -2.3932], [0.1351, 0.9341, 2.4599]], "forces_ev_per_a": [[0.227, 0.615, 0.014], [-0.258, -0.059, -0.426], [-0.618, 0.353, 0.343], [-0.485, -0.720, -0.281], [0.303, -0.004, 0.138], [1.114, 0.261, -0.603], [0.132, -0.845, 0.397], [-0.077, 0.295, 0.024], [-0.063, -0.892, 0.604], [-0.212, 0.126, 0.289], [-0.306, -0.585, 0.510], [-0.774, 0.391, 1.353], [0.336, -0.175, -0.493], [0.541, -0.563, 0.538], [-0.139, 1.480, -0.559], [0.862, -0.034, -1.169], [-0.176, -0.032, -0.052], [-0.406, 0.388, -0.626]], "lowdin_charge": [0.076, 0.128, 0.138, 0.094, 0.122, 0.188, -0.106, 0.171, 0.098, 0.078, 0.177, -0.135, 0.134, 0.013, 0.000, -0.389, 0.082, 0.131], "orbital_gap_ev": 9.72, "e_above_lowest_ev": 1.858, "charge": 1, "e_tot_ha": -306.3152, "max_force_ev_per_a": 1.61, "smiles": "C=NC(=C)CC[NH3+]"}

---

(4)
{"formula": "C8H9NO2", "method": "ωB97M-V/def2-TZVPD", "symbols": ["H", "C", "C", "C", "O", "C", "H", "N", "C", "H", "H", "C", "H", "C", "H", "C", "O", "H", "H", "H"], "positions_angstrom": [[-0.6826, -2.8409, 0.3146], [0.7139, -0.5239, -0.0026], [-3.0526, -0.1936, -0.0460], [1.0098, 0.9575, -0.0688], [2.9262, -1.3427, -0.0312], [1.7206, -1.6365, -0.0745], [1.2659, -2.6883, -0.2882], [-1.2194, 1.5146, -0.0903], [-0.5919, -0.7715, -0.0398], [2.0755, 2.3657, 0.1669], [-3.2457, -0.7875, 1.0107], [-1.5570, 0.2007, -0.1033], [3.1890, 0.9971, 0.8825], [2.5244, 1.4186, -0.0124], [-3.1192, -0.8486, -0.8908], [0.0316, 1.7249, 0.0174], [-1.1485, -2.0351, -0.0157], [-4.0201, 0.8405, 0.2141], [0.2627, 2.7534, -0.1850], [2.9174, 0.8958, -0.7577]], "forces_ev_per_a": [[0.039, 1.669, -0.344], [2.101, 2.489, -0.588], [-1.352, 1.868, 4.196], [7.819, -10.339, 1.816], [-2.582, -1.841, -0.116], [1.484, 1.596, -0.373], [1.191, 1.313, 0.441], [-4.671, -3.833, 0.161], [-1.383, -3.244, 0.347], [2.384, 2.221, -0.787], [0.646, 1.078, -2.929], [-2.771, 3.829, 0.955], [-2.087, 1.059, -1.358], [-3.480, -0.856, 5.401], [-1.422, -0.318, -0.357], [-1.647, 7.161, -1.424], [-0.296, -1.245, 0.088], [3.530, -3.162, -1.661], [0.273, 1.073, 0.675], [2.224, -0.517, -4.144]], "lowdin_charge": [0.128, -0.032, -0.049, -0.168, 0.026, -0.133, 0.145, 0.155, -0.266, 0.051, 0.111, -0.254, 0.132, 0.008, 0.036, -0.245, 0.023, 0.193, 0.127, 0.013], "orbital_gap_ev": 8.72, "e_above_lowest_ev": 5.179, "e_tot_ha": -515.2885, "max_force_ev_per_a": 13.09}